The following is a DFT calculation (ωB97M-V/def2-TZVPD) of 12 unconnected molecules or ions with the total composition C51H134N14O20 in a non-equilibrium geometry.

Total energy, Eh: -4294.468114
HOMO-LUMO gap, eV: 8.309
SMILES: COCCNCCOC.COCCNCCOC.COCCNCCOC.COCCNCCOC.COCCNCCOC.COCCNCCOC.COCCNCCOC.COCCNCCOC.NC(N)=O.NC(N)=O.NC(N)=O.O
Max |F|, hartree/bohr: 0.13871

Each atom is followed by the atoms it is bonded to, with distances in Å.
Positions of all 219 atoms, in Å:
1 C -1.630 3.923 -5.295  O2 1.385, H10 1.090, H11 1.090, H12 1.090
2 O -1.748 3.237 -4.098  C1 1.385, C3 1.412
3 C -1.543 1.842 -4.173  O2 1.412, C4 1.632, H13 1.090, H14 1.090
4 C -2.899 0.933 -4.175  C3 1.632, N5 1.490, H15 1.090, H16 1.090
5 N -3.608 0.885 -2.865  C4 1.490, C6 1.466, H17 1.010
6 C -5.024 0.530 -3.001  N5 1.466, C7 1.593, H18 1.090, H19 1.090
7 C -5.315 -1.034 -2.933  C6 1.593, O8 1.445, H20 1.090, H21 1.090
8 O -5.623 -1.453 -1.585  C7 1.445, C9 1.420
9 C -4.521 -1.536 -0.693  O8 1.420, H22 1.090, H23 1.090, H24 1.090
10 H -2.360 3.629 -6.050  C1 1.090
11 H -0.686 3.858 -5.836  C1 1.090
12 H -1.973 4.938 -5.097  C1 1.090
13 H -1.008 1.506 -3.284  C3 1.090
14 H -0.857 1.623 -4.991  C3 1.090
15 H -2.764 -0.086 -4.539  C4 1.090
16 H -3.500 1.537 -4.855  C4 1.090
17 H -3.603 1.785 -2.407  N5 1.010
18 H -5.471 0.994 -3.880  C6 1.090
19 H -5.516 0.882 -2.095  C6 1.090
20 H -4.537 -1.615 -3.427  C7 1.090
21 H -6.182 -1.323 -3.527  C7 1.090
22 H -3.691 -2.038 -1.190  C9 1.090
23 H -4.810 -2.140 0.168  C9 1.090
24 H -4.248 -0.560 -0.293  C9 1.090
25 C 8.308 0.628 2.199  O26 1.432, H34 1.090, H35 1.090, H36 1.090
26 O 7.254 1.461 1.704  C25 1.432, C27 1.418
27 C 6.327 1.960 2.654  O26 1.418, C28 1.537, H37 1.090, H38 1.090
28 C 5.696 3.212 2.025  C27 1.537, N29 1.476, H39 1.090, H40 1.090
29 N 4.601 2.743 1.153  C28 1.476, C30 1.483, H41 1.010
30 C 3.874 3.757 0.351  N29 1.483, C31 1.569, H42 1.090, H43 1.090
31 C 2.958 4.795 1.088  C30 1.569, O32 1.463, H44 1.090, H45 1.090
32 O 1.984 4.003 1.840  C31 1.463, C33 1.428
33 C 0.822 3.608 1.110  O32 1.428, H46 1.090, H47 1.090, H48 1.090
34 H 8.852 0.126 1.398  C25 1.090
35 H 7.940 -0.054 2.965  C25 1.090
36 H 9.114 1.192 2.668  C25 1.090
37 H 6.842 2.162 3.594  C27 1.090
38 H 5.575 1.233 2.959  C27 1.090
39 H 6.485 3.812 1.572  C28 1.090
40 H 5.338 3.730 2.915  C28 1.090
41 H 4.829 2.008 0.498  N29 1.010
42 H 3.181 3.174 -0.256  C30 1.090
43 H 4.580 4.258 -0.311  C30 1.090
44 H 2.529 5.563 0.445  C31 1.090
45 H 3.530 5.426 1.769  C31 1.090
46 H 0.385 2.736 1.595  C33 1.090
47 H 0.987 3.296 0.078  C33 1.090
48 H -0.015 4.303 1.182  C33 1.090
49 C -10.689 5.743 2.587  O50 1.475, H58 1.090, H59 1.090, H60 1.090
50 O -9.471 5.363 1.847  C49 1.475, C51 1.406
51 C -9.135 4.020 2.093  O50 1.406, C52 1.518, H61 1.090, H62 1.090
52 C -8.201 3.436 1.050  C51 1.518, N53 1.446, H63 1.090, H64 1.090
53 N -6.830 3.815 1.312  C52 1.446, C54 1.460, H65 1.010
54 C -5.975 3.252 0.271  N53 1.460, C55 1.538, H66 1.090, H67 1.090
55 C -4.489 3.640 0.339  C54 1.538, O56 1.396, H68 1.090, H69 1.090
56 O -3.789 2.896 -0.613  C55 1.396, C57 1.408
57 C -2.414 3.121 -0.415  O56 1.408, H70 1.090, H71 1.090, H72 1.090
58 H -11.683 5.409 2.290  C49 1.090
59 H -10.803 6.826 2.559  C49 1.090
60 H -10.608 5.651 3.670  C49 1.090
61 H -10.054 3.441 2.008  C51 1.090
62 H -8.844 3.852 3.130  C51 1.090
63 H -8.414 3.852 0.065  C52 1.090
64 H -8.385 2.362 1.086  C52 1.090
65 H -6.902 4.822 1.282  N53 1.010
66 H -6.233 3.732 -0.673  C54 1.090
67 H -6.106 2.199 0.021  C54 1.090
68 H -4.232 3.467 1.384  C55 1.090
69 H -4.406 4.668 -0.012  C55 1.090
70 H -2.147 2.813 0.596  C57 1.090
71 H -2.204 4.169 -0.628  C57 1.090
72 H -1.953 2.433 -1.123  C57 1.090
73 C 5.405 -1.318 0.725  O74 1.472, H82 1.090, H83 1.090, H84 1.090
74 O 3.986 -1.437 1.099  C73 1.472, C75 1.386
75 C 3.534 -2.745 1.037  O74 1.386, C76 1.603, H85 1.090, H86 1.090
76 C 2.082 -2.941 1.686  C75 1.603, N77 1.480, H87 1.090, H88 1.090
77 N 2.117 -2.747 3.153  C76 1.480, C78 1.464, H89 1.010
78 C 0.791 -3.069 3.682  N77 1.464, C79 1.600, H90 1.090, H91 1.090
79 C 0.813 -3.248 5.271  C78 1.600, O80 1.393, H92 1.090, H93 1.090
80 O -0.133 -4.223 5.578  C79 1.393, C81 1.374
81 C -0.273 -4.306 6.943  O80 1.374, H94 1.090, H95 1.090, H96 1.090
82 H 5.666 -1.491 -0.319  C73 1.090
83 H 6.112 -1.977 1.228  C73 1.090
84 H 5.621 -0.263 0.894  C73 1.090
85 H 4.268 -3.378 1.536  C75 1.090
86 H 3.594 -3.102 0.009  C75 1.090
87 H 1.758 -3.949 1.429  C76 1.090
88 H 1.346 -2.230 1.311  C76 1.090
89 H 2.427 -1.801 3.325  N77 1.010
90 H 0.422 -3.995 3.240  C78 1.090
91 H 0.106 -2.257 3.440  C78 1.090
92 H 0.690 -2.317 5.825  C79 1.090
93 H 1.778 -3.608 5.627  C79 1.090
94 H 0.688 -4.462 7.432  C81 1.090
95 H -0.926 -5.131 7.227  C81 1.090
96 H -0.664 -3.346 7.280  C81 1.090
97 C -0.464 -4.476 -0.796  O98 1.407, H106 1.090, H107 1.090, H108 1.090
98 O 0.192 -5.335 0.105  C97 1.407, C99 1.369
99 C -0.526 -5.489 1.261  O98 1.369, C100 1.567, H109 1.090, H110 1.090
100 C -1.707 -6.506 1.096  C99 1.567, N101 1.499, H111 1.090, H112 1.090
101 N -1.268 -7.900 0.764  C100 1.499, C102 1.441, H113 1.010
102 C -2.345 -8.837 0.572  N101 1.441, C103 1.594, H114 1.090, H115 1.090
103 C -1.779 -10.326 0.498  C102 1.594, O104 1.431, H116 1.090, H117 1.090
104 O -0.545 -10.381 -0.225  C103 1.431, C105 1.433
105 C 0.199 -11.605 -0.197  O104 1.433, H118 1.090, H119 1.090, H120 1.090
106 H -0.491 -3.473 -0.369  C97 1.090
107 H -1.471 -4.785 -1.075  C97 1.090
108 H 0.006 -4.380 -1.775  C97 1.090
109 H -0.846 -4.547 1.706  C99 1.090
110 H 0.183 -5.889 1.985  C99 1.090
111 H -2.429 -6.095 0.390  C100 1.090
112 H -2.269 -6.503 2.030  C100 1.090
113 H -0.694 -7.877 -0.067  N101 1.010
114 H -3.000 -8.685 -0.286  C102 1.090
115 H -3.009 -8.834 1.436  C102 1.090
116 H -2.551 -10.984 0.100  C103 1.090
117 H -1.616 -10.745 1.491  C103 1.090
118 H -0.455 -12.391 -0.576  C105 1.090
119 H 0.530 -12.026 0.753  C105 1.090
120 H 1.091 -11.566 -0.822  C105 1.090
121 C -4.502 -4.443 -8.644  O122 1.457, H130 1.090, H131 1.090, H132 1.090
122 O -3.642 -5.005 -7.610  C121 1.457, C123 1.455
123 C -4.320 -5.934 -6.718  O122 1.455, C124 1.506, H133 1.090, H134 1.090
124 C -3.426 -6.463 -5.628  C123 1.506, N125 1.492, H135 1.090, H136 1.090
125 N -2.424 -5.429 -5.237  C124 1.492, C126 1.458, H137 1.010
126 C -3.053 -4.363 -4.468  N125 1.458, C127 1.580, H138 1.090, H139 1.090
127 C -1.962 -3.368 -3.904  C126 1.580, O128 1.433, H140 1.090, H141 1.090
128 O -1.482 -2.460 -4.903  C127 1.433, C129 1.397
129 C -0.249 -1.854 -4.648  O128 1.397, H142 1.090, H143 1.090, H144 1.090
130 H -3.919 -4.004 -9.454  C121 1.090
131 H -5.082 -3.668 -8.143  C121 1.090
132 H -5.055 -5.231 -9.155  C121 1.090
133 H -4.692 -6.765 -7.316  C123 1.090
134 H -5.150 -5.371 -6.290  C123 1.090
135 H -2.897 -7.354 -5.968  C124 1.090
136 H -4.012 -6.846 -4.792  C124 1.090
137 H -2.192 -5.022 -6.132  N125 1.010
138 H -3.582 -4.809 -3.626  C126 1.090
139 H -3.788 -3.804 -5.048  C126 1.090
140 H -1.108 -3.981 -3.616  C127 1.090
141 H -2.387 -2.972 -2.982  C127 1.090
142 H -0.141 -0.874 -5.112  C129 1.090
143 H 0.529 -2.432 -5.147  C129 1.090
144 H -0.016 -1.820 -3.584  C129 1.090
145 C 3.884 0.590 -1.500  O146 1.441, H154 1.090, H155 1.090, H156 1.090
146 O 5.253 0.942 -1.221  C145 1.441, C147 1.422
147 C 5.930 1.478 -2.351  O146 1.422, C148 1.555, H157 1.090, H158 1.090
148 C 7.450 1.721 -2.128  C147 1.555, N149 1.492, H159 1.090, H160 1.090
149 N 7.779 2.518 -0.910  C148 1.492, C150 1.447, H161 1.010
150 C 9.154 2.661 -0.482  N149 1.447, C151 1.551, H162 1.090, H163 1.090
151 C 10.022 3.375 -1.552  C150 1.551, O152 1.444, H164 1.090, H165 1.090
152 O 10.888 4.327 -0.897  C151 1.444, C153 1.406
153 C 12.160 3.771 -0.676  O152 1.406, H166 1.090, H167 1.090, H168 1.090
154 H 3.354 1.332 -2.097  C145 1.090
155 H 3.350 0.428 -0.563  C145 1.090
156 H 3.885 -0.344 -2.062  C145 1.090
157 H 5.500 2.392 -2.761  C147 1.090
158 H 5.806 0.877 -3.251  C147 1.090
159 H 7.834 2.258 -2.995  C148 1.090
160 H 7.939 0.747 -2.103  C148 1.090
161 H 7.135 2.251 -0.179  N149 1.010
162 H 9.622 1.714 -0.217  C150 1.090
163 H 9.182 3.285 0.411  C150 1.090
164 H 9.423 3.829 -2.343  C151 1.090
165 H 10.561 2.563 -2.040  C151 1.090
166 H 12.010 2.726 -0.406  C153 1.090
167 H 12.558 4.340 0.164  C153 1.090
168 H 12.798 3.670 -1.554  C153 1.090
169 C -3.300 1.099 3.105  O170 1.424, H178 1.090, H179 1.090, H180 1.090
170 O -2.056 0.419 3.245  C169 1.424, C171 1.479
171 C -1.262 0.835 4.422  O170 1.479, C172 1.521, H181 1.090, H182 1.090
172 C -0.799 2.281 4.325  C171 1.521, N173 1.511, H183 1.090, H184 1.090
173 N -1.707 3.373 4.843  C172 1.511, C174 1.483, H185 1.010
174 C -1.333 4.689 4.271  N173 1.483, C175 1.511, H186 1.090, H187 1.090
175 C -2.340 5.694 4.777  C174 1.511, O176 1.477, H188 1.090, H189 1.090
176 O -1.888 7.058 4.436  C175 1.477, C177 1.429
177 C -2.255 8.068 5.379  O176 1.429, H190 1.090, H191 1.090, H192 1.090
178 H -4.001 1.037 3.938  C169 1.090
179 H -3.943 0.687 2.327  C169 1.090
180 H -3.142 2.127 2.782  C169 1.090
181 H -0.430 0.140 4.532  C171 1.090
182 H -1.820 0.719 5.351  C171 1.090
183 H -0.541 2.509 3.291  C172 1.090
184 H 0.174 2.347 4.812  C172 1.090
185 H -1.680 3.468 5.848  N173 1.010
186 H -1.135 4.698 3.199  C174 1.090
187 H -0.374 5.032 4.659  C174 1.090
188 H -2.497 5.556 5.847  C175 1.090
189 H -3.343 5.529 4.384  C175 1.090
190 H -3.343 8.105 5.428  C177 1.090
191 H -1.902 9.097 5.318  C177 1.090
192 H -1.935 7.754 6.372  C177 1.090
193 N 2.830 0.923 2.324  C194 1.278, H197 1.010, H198 1.010
194 C 2.591 0.928 3.580  N193 1.278, N195 1.319, O196 1.173
195 N 2.694 2.195 3.930  C194 1.319, H199 1.010, H200 1.010
196 O 2.433 0.015 4.301  C194 1.173
197 H 3.269 1.770 1.993  N193 1.010
198 H 3.008 0.039 1.871  N193 1.010
199 H 2.483 2.421 4.891  N195 1.010
200 H 2.669 2.801 3.122  N195 1.010
201 N -0.084 -0.077 0.797  C202 1.333, H205 1.010, H206 1.010
202 C -0.181 0.170 -0.509  N201 1.333, N203 1.281, O204 1.202
203 N -1.294 -0.266 -0.970  C202 1.281, H207 1.010, H208 1.010
204 O 0.622 0.859 -1.080  C202 1.202
205 H 0.628 0.425 1.307  N201 1.010
206 H -0.839 -0.619 1.193  N201 1.010
207 H -1.813 -0.953 -0.443  N203 1.010
208 H -1.610 -0.010 -1.894  N203 1.010
209 N 2.020 2.700 -3.633  C210 1.263, H213 1.010, H214 1.010
210 C 2.784 3.694 -3.787  N209 1.263, N211 1.318, O212 1.219
211 N 2.864 4.068 -5.048  C210 1.318, H215 1.010, H216 1.010
212 O 3.430 4.188 -2.879  C210 1.219
213 H 1.408 2.337 -4.349  N209 1.010
214 H 1.871 2.289 -2.722  N209 1.010
215 H 2.274 3.500 -5.640  N211 1.010
216 H 3.478 4.831 -5.297  N211 1.010
217 O -1.956 -1.673 1.675  H218 0.957, H219 0.957
218 H -2.221 -1.013 2.315  O217 0.957
219 H -2.267 -2.501 2.041  O217 0.957